(1)
The following is a DFT calculation (wB97M-V/def2-TZVPD) of a 9-piece molecular cluster, C67H77ClN13O19 overall.

Its strongest force on any atom is 0.78 eV/A. The value obtained for the gap between HOMO and LUMO is 8.74 eV. Its energy is -141495.322 eV. Its total charge is +1. The LUMO energy comes out at -2.368 eV.

Last column: Mulliken charge in e.
Cartesian coordinates (Å):
C  8.314  -2.582  5.971  -0.73
O  7.224  -2.715  5.074  -0.38
C  6.005  -2.263  5.614  -0.91
C  5.616  -0.852  5.119  -0.34
C  6.337  -0.413  3.846  1.02
C  7.466  0.600  4.064  -1.34
C  7.647  1.557  2.885  0.63
C  8.421  0.974  1.681  -1.03
C  7.736  1.153  0.326  -1.13
C  6.288  0.660  0.301  -0.63
C  5.228  1.749  0.271  0.02
C  3.840  1.164  0.083  -0.58
C  2.729  2.014  0.713  -1.05
N  2.496  1.582  2.092  -0.22
C  1.740  0.574  2.510  0.42
C  0.941  -0.243  1.570  0.09
C  -0.124  -1.090  2.213  0.12
O  -1.270  -0.907  2.005  -0.43
Cl  0.373  -2.408  3.249  -0.17
N  1.791  0.417  3.820  -0.67
C  2.620  1.369  4.248  0.23
N  3.008  1.497  5.526  0.40
O  2.500  0.612  6.446  -0.44
N  3.047  2.138  3.226  0.68
C  3.935  3.293  3.285  0.15
C  3.561  4.251  4.424  -1.03
C  4.776  4.608  5.244  -0.26
N  5.186  3.443  6.050  -0.60
H  8.160  -3.205  6.849  0.34
H  9.212  -2.907  5.461  0.24
H  8.445  -1.539  6.257  0.30
H  6.039  -2.259  6.702  0.39
H  5.238  -2.981  5.339  0.37
H  4.549  -0.883  4.897  -0.29
H  5.739  -0.133  5.926  0.61
H  5.601  0.078  3.210  -0.95
H  6.728  -1.265  3.303  0.50
H  8.417  0.098  4.224  0.32
H  7.272  1.176  4.968  0.81
H  6.676  1.952  2.601  -0.85
H  8.224  2.399  3.261  0.49
H  9.364  1.511  1.640  0.37
H  8.670  -0.066  1.869  0.41
H  8.288  0.564  -0.401  0.36
H  7.833  2.188  0.007  0.42
H  6.147  0.063  -0.599  0.68
H  6.102  -0.008  1.137  0.15
H  5.283  2.279  1.222  -0.33
H  5.469  2.481  -0.494  0.50
H  3.634  0.953  -0.961  0.59
H  3.830  0.202  0.594  0.32
H  3.011  3.058  0.697  0.69
H  1.807  1.915  0.154  0.17
H  0.394  0.437  0.923  -0.26
H  1.568  -0.858  0.930  0.62
H  3.704  2.169  5.847  0.18
H  3.013  -0.202  6.347  0.39
H  4.950  2.923  3.390  -0.44
H  3.876  3.835  2.353  0.47
H  3.172  5.164  3.986  0.55
H  2.776  3.867  5.061  0.40
H  4.575  5.473  5.858  0.29
H  5.583  4.903  4.568  0.25
H  5.766  3.745  6.820  0.32
H  5.752  2.814  5.494  -0.14
C  -1.240  -3.880  0.543  -0.81
C  -0.921  -5.029  1.252  -0.69
C  -0.633  -6.205  0.581  -0.38
C  -0.655  -6.197  -0.801  -0.19
C  -0.950  -5.061  -1.528  -0.29
C  -1.245  -3.892  -0.843  -0.43
N  -0.326  -7.438  -1.527  1.05
O  -0.083  -8.425  -0.866  -0.62
O  -0.318  -7.393  -2.739  -0.62
H  -1.466  -2.969  1.067  0.78
H  -0.893  -5.011  2.333  0.46
H  -0.385  -7.107  1.120  0.50
H  -0.945  -5.084  -2.608  0.61
H  -1.476  -2.990  -1.391  0.67
C  -1.065  -1.600  -6.253  -0.53
C  -0.565  -0.301  -6.252  -0.41
C  0.003  0.224  -5.105  -0.72
C  0.054  -0.569  -3.970  -0.38
C  -0.456  -1.853  -3.948  0.10
C  -1.015  -2.372  -5.101  -0.57
N  0.684  -0.042  -2.757  1.16
O  1.124  1.091  -2.777  -0.62
O  0.752  -0.765  -1.773  -0.59
H  -1.494  -2.011  -7.157  0.52
H  -0.608  0.306  -7.147  0.71
H  0.401  1.228  -5.103  0.53
H  -0.403  -2.449  -3.052  0.32
H  -1.398  -3.383  -5.093  0.48
C  -7.734  -4.319  -0.503  -0.27
C  -6.430  -4.056  -0.108  -0.73
C  -5.452  -3.818  -1.059  -0.16
C  -5.807  -3.845  -2.395  -0.04
C  -7.098  -4.109  -2.811  -0.33
C  -8.067  -4.349  -1.851  -0.62
N  -4.774  -3.574  -3.405  1.00
O  -3.645  -3.362  -3.007  -0.50
O  -5.100  -3.576  -4.573  -0.61
H  -8.494  -4.500  0.246  0.41
H  -6.176  -4.037  0.943  0.45
H  -4.434  -3.615  -0.765  0.55
H  -7.344  -4.127  -3.862  0.47
H  -9.084  -4.557  -2.155  0.38
C  -2.391  2.010  1.335  -0.01
C  -2.258  2.303  -0.014  -0.22
C  -3.284  2.939  -0.693  -0.65
C  -4.429  3.272  0.003  -0.04
C  -4.585  2.986  1.346  -0.36
C  -3.553  2.349  2.015  -0.75
N  -5.519  3.966  -0.709  1.02
O  -5.363  4.188  -1.890  -0.60
O  -6.500  4.273  -0.066  -0.61
H  -1.589  1.517  1.859  0.35
H  -1.354  2.041  -0.540  0.43
H  -3.191  3.173  -1.743  0.50
H  -5.494  3.257  1.861  0.47
H  -3.657  2.117  3.066  0.41
C  -13.114  -4.805  2.526  -0.44
C  -12.222  -3.786  2.219  -0.50
C  -10.901  -3.874  2.626  -0.22
C  -10.498  -4.990  3.334  0.07
C  -11.370  -6.013  3.654  -0.42
C  -12.689  -5.914  3.245  -0.40
N  -9.090  -5.099  3.751  1.04
O  -8.347  -4.178  3.470  -0.61
O  -8.752  -6.100  4.344  -0.60
H  -14.144  -4.734  2.204  0.38
H  -12.555  -2.921  1.662  0.39
H  -10.199  -3.087  2.396  0.48
H  -11.027  -6.872  4.211  0.45
H  -13.385  -6.705  3.485  0.38
C  -1.225  3.222  -12.831  -0.46
C  0.137  3.453  -12.675  -0.38
C  0.749  3.205  -11.459  -0.45
C  -0.026  2.727  -10.419  0.22
C  -1.382  2.500  -10.547  -0.31
C  -1.984  2.749  -11.769  -0.52
N  0.602  2.418  -9.128  1.05
O  1.786  2.625  -8.990  -0.61
O  -0.119  1.927  -8.276  -0.70
H  -1.696  3.411  -13.786  0.38
H  0.723  3.822  -13.504  0.38
H  1.807  3.375  -11.326  0.45
H  -1.961  2.131  -9.715  0.49
H  -3.043  2.571  -11.889  0.39
C  4.275  9.662  9.952  -0.45
C  3.274  10.357  9.287  -0.42
C  2.637  9.786  8.198  -0.46
C  3.018  8.520  7.796  0.18
C  4.015  7.812  8.441  -0.13
C  4.647  8.393  9.527  -0.52
N  2.328  7.907  6.652  0.97
O  1.469  8.551  6.097  -0.59
O  2.656  6.778  6.320  -0.61
H  4.767  10.110  10.804  0.39
H  2.987  11.345  9.617  0.38
H  1.858  10.318  7.674  0.45
H  4.293  6.825  8.107  0.43
H  5.427  7.855  10.046  0.37
C  -3.115  -5.424  -8.492  -0.55
C  -3.929  -4.601  -7.724  -0.32
C  -4.145  -3.287  -8.104  -0.28
C  -3.538  -2.823  -9.256  -0.11
C  -2.720  -3.621  -10.032  -0.41
C  -2.509  -4.934  -9.641  -0.42
N  -3.774  -1.430  -9.669  1.11
O  -4.475  -0.743  -8.955  -0.61
O  -3.239  -1.038  -10.687  -0.63
H  -2.952  -6.451  -8.193  0.41
H  -4.397  -4.983  -6.828  0.45
H  -4.774  -2.638  -7.514  0.48
H  -2.256  -3.229  -10.924  0.48
H  -1.874  -5.574  -10.236  0.40

Forces on the atoms, in the same order (eV/Å):
-0.2 0.1 -0.3
0.2 -0.2 0.1
0.0 0.2 0.0
-0.1 -0.6 -0.1
0.0 0.6 0.2
0.0 -0.1 -0.3
0.6 0.0 0.4
-0.2 0.6 0.2
0.1 -0.5 0.3
0.1 0.1 -0.7
0.3 -0.1 0.4
0.0 0.0 0.3
0.6 -0.3 -0.4
-0.5 0.4 -0.2
0.2 -0.2 0.2
-0.1 0.2 -0.2
0.1 -0.1 0.3
-0.7 0.1 -0.1
0.4 0.0 0.0
-0.2 -0.3 0.0
0.1 -0.1 0.5
-0.1 0.0 -0.7
-0.1 0.1 0.0
0.1 0.1 0.2
-0.2 0.0 0.3
0.0 0.6 -0.4
0.5 -0.3 -0.2
-0.2 0.1 0.0
0.0 0.0 0.2
0.1 -0.1 -0.1
0.1 0.1 0.2
0.1 -0.1 0.2
-0.1 -0.1 -0.2
-0.2 0.0 0.1
0.2 0.3 0.0
-0.2 0.0 -0.2
-0.1 -0.2 -0.1
0.1 -0.2 0.2
-0.1 0.1 0.2
-0.2 0.0 -0.2
0.0 0.3 0.0
0.3 -0.1 -0.1
-0.1 -0.3 -0.1
0.2 0.0 -0.1
-0.2 0.2 0.0
0.0 -0.2 -0.1
0.0 -0.1 0.2
-0.1 0.2 0.1
-0.1 0.1 -0.2
-0.1 0.1 -0.2
-0.1 -0.2 0.0
-0.1 0.2 0.1
-0.3 0.0 0.1
0.0 0.0 -0.3
0.2 -0.1 -0.1
0.2 0.1 0.3
0.0 -0.1 0.0
0.2 0.0 0.0
0.0 -0.1 -0.3
-0.2 0.1 -0.1
-0.2 -0.1 0.1
-0.2 0.0 0.4
0.1 0.1 -0.1
0.0 -0.1 0.1
0.2 0.0 0.0
0.1 -0.1 -0.1
0.0 -0.1 0.0
0.0 0.0 0.1
0.0 0.0 0.0
0.0 0.2 -0.1
0.0 -0.1 0.1
0.0 0.0 0.0
0.0 -0.1 0.0
0.0 0.0 -0.1
-0.2 0.1 0.1
0.0 0.0 0.0
0.0 -0.1 -0.1
0.0 -0.1 0.0
-0.1 0.0 0.0
0.0 0.1 0.0
-0.1 -0.2 -0.1
0.0 0.2 -0.1
0.0 0.0 0.0
0.0 -0.2 0.0
0.0 0.0 0.0
0.0 -0.1 0.1
0.0 0.1 0.0
-0.1 0.0 0.0
0.0 0.0 0.0
0.0 -0.2 0.2
0.0 0.0 0.1
0.1 0.0 0.1
-0.1 0.0 0.0
0.0 0.0 0.0
-0.1 0.0 0.0
0.1 0.0 0.2
-0.1 0.0 0.0
-0.2 0.0 -0.1
0.0 0.0 0.1
0.0 0.0 0.2
0.2 0.0 -0.1
0.0 0.0 -0.2
0.0 0.0 0.0
0.0 0.0 0.0
0.0 0.0 -0.1
0.1 0.0 0.0
0.0 0.0 0.0
-0.1 0.1 0.0
-0.1 0.0 0.1
0.1 0.0 -0.2
0.1 0.0 0.0
0.0 0.0 0.2
0.1 0.0 -0.1
0.0 0.0 0.0
0.0 0.0 -0.1
-0.1 0.0 0.0
0.0 -0.1 0.1
0.1 -0.1 -0.1
-0.1 0.0 0.0
0.0 0.0 -0.1
0.0 0.0 0.0
0.0 0.0 0.0
0.0 -0.1 0.0
0.0 0.2 -0.1
-0.1 0.0 0.0
-0.1 -0.2 0.1
0.0 0.1 0.0
0.0 0.0 0.0
0.1 0.1 -0.1
0.0 -0.1 0.1
0.0 0.0 0.0
0.0 0.0 0.0
0.1 0.0 0.0
0.1 0.0 0.0
0.0 0.0 0.0
0.0 0.0 0.0
-0.1 0.0 0.0
0.1 0.1 -0.1
0.0 0.0 0.0
-0.3 -0.1 -0.1
0.1 0.1 -0.1
-0.1 -0.3 -0.2
0.1 0.1 0.0
0.2 0.3 0.1
0.0 0.0 0.0
0.0 0.0 0.0
0.0 0.0 0.1
0.1 0.0 0.0
0.0 0.0 0.0
0.0 0.0 0.0
0.1 0.0 0.0
-0.1 0.2 0.0
0.0 0.0 0.1
0.1 -0.1 0.0
0.0 0.1 0.0
0.0 0.0 0.0
-0.1 0.1 -0.1
0.1 -0.1 0.0
0.0 0.0 0.0
0.0 0.0 0.0
0.0 -0.1 -0.1
-0.1 0.0 -0.1
0.0 0.0 0.0
0.0 0.0 0.0
0.1 -0.1 0.0
-0.1 0.0 0.2
0.0 -0.1 0.0
0.1 -0.1 -0.1
0.0 0.0 0.1
0.1 0.1 0.1
-0.1 0.1 0.0
0.0 0.0 -0.1
0.0 0.0 0.0
0.0 0.0 0.0
0.0 0.1 0.0
0.0 0.1 0.0
0.0 0.0 0.0



(2)
The following is a DFT calculation (wB97M-V/def2-TZVPD) of a 14-piece molecular cluster, H29O14 overall at a distorted geometry.

The relative energy (zero: lowest compared OMol25 entry of this formula, charge and spin) comes out at 83.0 kcal/mol. Its strongest force on any atom is 2.50 eV/A. The value obtained for the gap between HOMO and LUMO is 10.94 eV. Its energy is -29129.020 eV. Its total charge is +1. The LUMO energy comes out at -2.738 eV.

Last column: Mulliken charge in e.
Cartesian coordinates (Å):
O  0.926  1.027  -2.514  -0.65
H  1.621  -2.474  2.276  0.37
O  -0.885  -2.661  1.808  -0.58
H  -1.271  0.449  -4.143  0.40
H  0.211  1.288  2.104  0.51
O  -0.624  3.270  -1.306  -0.63
H  -2.546  -1.116  -0.668  0.31
H  -1.390  3.710  -0.911  0.28
O  -0.985  -0.428  -4.461  -0.67
H  3.408  -3.569  -0.461  0.33
H  -1.692  -0.641  -5.071  0.29
O  1.770  2.798  0.118  -0.66
H  1.020  3.367  -0.129  0.39
H  1.973  2.417  -0.754  0.28
O  2.864  0.155  2.554  -0.68
H  1.392  2.257  1.471  0.55
H  -1.247  -1.110  0.046  0.46
O  -2.801  0.016  3.333  -0.60
H  -1.924  0.351  3.347  0.32
H  -1.062  -1.863  1.289  0.22
O  1.415  -2.035  1.439  -0.59
H  1.500  -2.765  0.805  0.18
H  1.639  1.230  2.770  0.48
O  2.727  -4.223  -0.353  -0.65
H  0.952  0.467  -3.291  0.27
H  0.574  0.516  -1.775  0.36
O  -0.596  -1.034  -1.838  -0.59
H  -1.540  1.738  -2.545  0.37
H  -0.164  3.981  -1.776  0.34
O  -2.064  -0.637  0.008  -0.61
H  3.764  0.450  2.403  0.35
H  -0.411  -0.614  2.859  0.35
O  -0.540  0.033  2.151  -0.82
H  2.513  -4.476  0.547  0.31
H  -1.489  0.229  1.943  0.41
O  -2.141  1.857  -3.294  -0.70
H  -1.702  -2.833  2.283  0.22
H  -2.930  2.237  -2.904  0.30
O  1.007  1.912  2.365  -0.47
H  -0.557  -1.985  -1.668  0.31
H  2.583  -0.526  1.927  0.36
H  -0.765  -0.957  -2.795  0.29
H  -3.309  -0.230  4.101  0.30

Forces on the atoms, in the same order (eV/Å):
0.3 1.1 0.4
-0.3 0.1 0.0
-0.5 -0.3 0.3
-0.1 0.0 -0.1
0.7 0.2 0.6
0.1 0.6 0.5
-0.2 0.2 -0.2
0.1 0.0 -0.1
0.0 0.4 0.2
0.5 0.2 0.7
-0.1 -0.4 -0.3
-0.2 0.5 -0.5
-0.1 -0.1 0.2
0.2 -0.5 0.3
-0.4 0.2 0.6
0.2 -0.3 0.2
0.8 0.3 -0.7
-1.7 -0.6 -1.7
0.3 0.5 2.2
-0.1 -0.6 0.8
1.4 0.1 0.0
-0.1 0.3 -0.2
0.4 0.6 -0.7
-1.3 -0.5 -0.7
0.0 -0.3 0.0
-0.1 -0.5 -0.5
0.5 -1.0 -0.4
0.2 0.3 0.0
-0.2 -0.2 -0.3
-1.5 0.6 1.4
0.1 -0.2 -0.2
-0.4 -0.2 -0.3
-0.4 1.1 -0.7
0.8 0.2 0.1
0.7 -1.1 -0.3
0.2 -0.2 0.1
-0.4 -0.1 -0.1
-0.2 0.0 -0.1
-0.5 -0.2 -0.2
0.2 0.1 -0.3
0.2 -0.3 -0.3
0.0 -0.1 -0.3
0.7 0.4 0.7